8
Properties=species:S:1:pos:R:3:forces:R:3 method="wB97M-V/def2-TZVPD" relative_energy_kcal_mol=30.21 homo_lumo_gap_ev=8.40 total_charge=0 homo_ha=-0.3052
N -2.011243 -0.042447 2.363275 4.7 0.4 -8.7
N -0.715153 0.125014 0.097563 -7.1 -1.5 4.5
N -1.378838 0.004701 1.259262 -0.5 0.4 4.1
N 1.001921 -0.068795 -1.278529 0.8 1.8 1.1
N 0.561308 0.469588 -0.001975 2.7 0.4 -0.3
H 0.361400 0.291947 -1.988262 0.3 -0.2 0.5
H 1.001303 -1.059023 -1.266248 -0.4 -1.1 0.0
H 1.179302 0.279014 0.814914 -0.5 -0.2 -1.2

14
Properties=species:S:1:pos:R:3:forces:R:3 method="wB97M-V/def2-TZVPD" relative_energy_kcal_mol=42.48 homo_lumo_gap_ev=12.50 total_charge=+1 homo_ha=-0.5816
C -1.036671 0.810530 0.683164 -1.5 2.4 1.2
N 0.117729 0.517576 -0.169268 -0.9 0.3 -0.7
C 0.199031 0.695915 -1.631752 -2.2 0.9 -1.7
H -0.951046 0.082334 1.516681 0.2 1.2 0.2
H -1.101406 1.964710 0.952035 0.0 -2.7 -0.4
H -1.918042 0.435273 0.208861 -0.7 0.4 -0.7
H 0.116906 -0.425303 0.130538 2.1 -1.9 -0.3
H 0.822112 1.103316 0.148777 2.3 0.3 1.5
H 0.717513 1.602076 -1.926669 0.0 0.6 0.8
H -0.906973 0.909595 -1.999179 2.4 -1.4 0.1
H 0.926418 -0.029801 -2.051431 -1.5 -0.4 0.0
H 0.601690 -3.214877 1.144441 0.1 0.1 0.0
H 1.563496 -2.169815 1.877357 -2.3 -0.5 -2.4
O 0.849243 -2.281529 1.116445 2.1 0.8 2.3

107
Properties=species:S:1:pos:R:3:forces:R:3 method="wB97M-V/def2-TZVPD" relative_energy_kcal_mol=9.13 homo_lumo_gap_ev=6.88 total_charge=0 homo_ha=-0.2521
Sn -0.992441 -0.525982 -0.563574 0.5 0.2 0.0
N -3.489245 3.070332 -1.852648 -0.2 0.2 0.1
C -2.468331 2.195707 -1.781865 0.3 -0.5 -0.5
S -2.862735 0.530077 -2.035455 -0.6 -0.2 -0.1
N -1.268795 2.691096 -1.705502 -0.2 1.5 0.0
N -0.261041 1.855953 -1.524246 0.8 -0.9 0.2
C 0.945923 2.302283 -1.709930 -1.3 0.3 -0.2
C 1.208984 3.666215 -2.220373 0.0 0.3 -0.1
C 0.662809 4.777102 -1.583719 0.1 0.0 0.0
C 0.903363 6.047379 -2.073861 0.0 0.1 0.1
C 1.670372 6.228653 -3.212135 0.0 0.0 -0.1
C 2.193495 5.126569 -3.867311 0.1 0.1 -0.1
C 1.964541 3.854756 -3.376264 -0.2 -0.1 0.1
C 2.051481 1.403070 -1.437354 1.0 -0.5 0.2
C 3.378664 1.863334 -1.467448 -0.3 0.0 0.0
C 4.404902 0.999737 -1.150785 0.0 -0.3 0.1
C 4.100133 -0.311490 -0.815374 0.1 0.2 0.0
C 2.766639 -0.683481 -0.813628 0.3 -0.2 -0.1
N 1.773376 0.131165 -1.114861 -0.2 0.4 -0.3
H -4.422964 2.708437 -1.775020 0.0 0.0 0.0
H -3.315253 4.013265 -1.549152 0.1 0.1 0.0
H 0.051739 4.635750 -0.706697 0.0 0.0 0.0
H 0.482891 6.902736 -1.565477 0.0 0.1 0.1
H 1.852093 7.220172 -3.602088 0.0 0.1 0.0
H 2.785186 5.256075 -4.763492 0.0 0.0 0.0
H 2.352979 2.996627 -3.906763 0.1 -0.1 0.0
H 3.588045 2.893275 -1.709483 0.0 0.0 0.0
H 5.430481 1.340976 -1.156461 0.0 0.0 0.0
H 4.870887 -1.016882 -0.546676 0.0 -0.1 0.0
H 2.485619 -1.699313 -0.572668 0.0 -0.1 0.1
C 0.011036 -0.330724 -4.175616 -0.2 0.3 -0.1
C 0.574503 -1.553098 -3.584680 0.6 -0.4 -0.7
N 0.262927 -2.018376 -2.428738 -0.5 0.2 0.3
C 0.964689 -3.133584 -2.096778 0.7 -0.4 -0.8
C 1.838585 -3.552584 -3.060611 -0.2 0.3 -0.1
S 1.787168 -2.492012 -4.406736 -0.3 0.0 0.4
C 0.800030 -3.755017 -0.800068 0.4 -1.1 0.4
C 1.261245 -4.994941 -0.456896 -0.2 0.1 0.2
S 0.899318 -5.341473 1.183404 -0.2 0.6 -0.3
C 0.135165 -3.763765 1.305564 0.4 -1.0 0.3
N 0.180463 -3.091336 0.215026 -0.2 0.6 -0.1
C -0.501196 -3.334920 2.566102 -0.2 0.1 0.2
H 0.053813 0.458201 -3.427672 0.0 0.1 -0.1
H -1.040780 -0.477143 -4.415601 -0.1 0.0 -0.1
H 0.556055 -0.041249 -5.069703 0.0 0.1 -0.1
H 2.511457 -4.384091 -3.044716 0.2 -0.2 0.1
H 1.771268 -5.718277 -1.060833 0.1 -0.1 -0.2
H 0.108299 -3.619547 3.421609 0.0 0.1 0.1
H -1.477841 -3.809860 2.663309 -0.1 0.0 0.1
H -0.670084 -2.260896 2.550438 0.0 0.1 0.0
O -3.830910 0.992067 2.074541 -0.2 0.1 0.3
S -2.462090 0.600797 1.905909 -0.7 0.0 0.3
O -2.287398 -0.818126 1.544686 -0.1 -0.2 -0.1
O -1.694439 1.452936 0.983426 -0.4 0.0 0.1
C -1.616217 0.699859 3.465273 -0.2 0.0 -0.4
C -2.339841 0.573905 4.632099 -0.3 0.0 0.2
C -1.677168 0.554725 5.848483 0.0 0.0 -0.1
C -0.293598 0.640793 5.866262 0.0 0.0 0.1
C 0.423248 0.758901 4.688701 0.0 0.0 -0.1
C -0.233957 0.793924 3.459938 0.1 -0.1 0.1
P 0.645667 0.996266 1.860962 1.0 -0.1 0.5
C 0.834180 2.812761 1.917711 0.0 0.0 -0.3
C -0.141576 3.629420 2.478507 0.0 -0.1 0.0
C 0.001659 5.005545 2.454740 -0.1 0.1 0.1
C 1.108993 5.585480 1.857366 0.0 0.0 0.0
C 2.066305 4.780414 1.262344 0.1 0.1 0.1
C 1.928311 3.404793 1.291695 -0.1 0.0 0.0
C 2.317179 0.414931 2.415748 -0.2 0.0 -0.3
C 3.371169 1.163290 2.923411 0.0 0.1 0.0
C 4.581515 0.559367 3.219609 0.2 0.0 0.1
C 4.757351 -0.800387 3.026954 0.1 -0.1 0.0
C 3.708950 -1.560863 2.536237 0.0 -0.2 0.1
C 2.506423 -0.952703 2.228516 -0.1 0.1 0.1
H -3.415034 0.498974 4.562089 -0.1 0.0 0.1
H -2.226329 0.474914 6.774023 -0.1 0.0 0.1
H 0.238495 0.622923 6.805937 0.0 0.0 0.1
H 1.502259 0.828214 4.725308 0.0 0.0 0.0
H -1.018052 3.180164 2.921314 0.0 0.1 0.1
H -0.757695 5.627831 2.908690 0.0 0.0 0.0
H 1.220849 6.659645 1.843344 0.0 0.1 0.0
H 2.913869 5.225432 0.761660 0.1 0.0 0.0
H 2.676467 2.777976 0.829622 0.1 0.0 0.0
H 3.249659 2.221908 3.102783 0.0 0.1 0.0
H 5.394736 1.151465 3.613375 0.1 0.1 0.0
H 5.703320 -1.267261 3.265279 0.0 0.0 0.0
H 3.833687 -2.625758 2.390293 0.0 -0.1 0.0
H 1.681024 -1.533445 1.832303 0.0 -0.1 -0.1
C -4.200439 -2.426894 -1.757241 -0.1 0.2 0.0
C -5.205342 -3.564763 -2.055428 -0.1 0.0 0.0
N -4.621084 -4.849689 -1.690549 -0.2 -0.2 0.0
C -3.435269 -5.076363 -2.504386 0.0 -0.1 -0.1
C -2.434017 -3.911057 -2.322001 0.2 0.0 -0.1
N -2.923222 -2.986143 -1.304040 0.1 0.2 0.0
C -3.153957 -3.726401 -0.064595 0.0 0.0 0.2
C -4.238447 -4.806657 -0.284657 0.0 -0.1 0.1
H -4.562691 -1.760557 -0.972115 0.0 0.0 -0.1
H -4.008966 -1.824803 -2.648353 -0.1 0.0 0.1
H -5.460832 -3.604595 -3.117045 0.0 0.0 0.0
H -6.133451 -3.442443 -1.492801 0.0 0.1 0.0
H -3.752896 -5.165941 -3.545811 0.0 0.0 0.0
H -2.998481 -6.031138 -2.201041 0.0 0.0 0.0
H -2.300091 -3.346699 -3.246803 0.0 0.0 0.0
H -1.453724 -4.279714 -2.012238 0.0 0.0 0.0
H -3.432623 -3.000619 0.700718 0.0 -0.1 0.1
H -2.211135 -4.188375 0.228712 0.0 0.0 0.0
H -5.138108 -4.597259 0.296503 0.0 0.0 0.1
H -3.876156 -5.799867 -0.002458 0.0 0.1 0.0

24
Properties=species:S:1:pos:R:3:forces:R:3 method="wB97M-V/def2-TZVPD" relative_energy_kcal_mol=27.12 homo_lumo_gap_ev=7.67 total_charge=+1 homo_ha=-0.4680
C -2.640047 -1.601860 0.685846 -1.2 -1.5 3.9
C -2.591805 -1.703541 -0.733868 -1.9 -1.0 -2.4
C -1.647766 -1.145148 1.511236 -1.1 -0.6 0.0
C -1.514330 -1.275695 -1.433400 0.3 1.6 -0.1
C -0.478725 -0.635599 0.850856 0.2 1.0 1.0
C -0.426337 -0.707354 -0.598405 -0.6 -0.7 -0.9
C 0.580913 0.081963 1.262298 1.0 -1.3 -2.5
C 2.823683 -0.283289 -0.013590 2.1 0.1 1.4
C 1.586535 1.726116 -0.311750 -4.1 2.0 1.7
N 0.649469 -0.225797 -1.082011 0.7 -0.3 -2.2
N 1.456488 0.291736 -0.069966 -1.3 0.7 3.2
Cl -1.322817 3.748085 -0.250389 -0.1 0.3 0.3
H -3.552085 -2.079490 1.266098 1.8 1.2 -1.6
H -3.563757 -2.192143 -1.251568 2.6 1.4 1.1
H -1.742328 -1.227636 2.618430 0.1 0.3 -1.1
H -1.454865 -1.012327 -2.529720 -0.1 -1.1 1.3
H 1.007502 0.330987 2.198624 0.3 0.4 0.6
H -1.379241 2.866999 -1.161334 -0.2 -0.2 -0.4
H 3.422701 -0.168017 -0.942720 -1.2 -0.2 0.2
H 3.527129 0.244123 0.776203 -2.0 -0.9 -1.2
H 2.662568 -1.312131 0.269389 0.5 -0.4 -0.1
H 0.514682 2.180669 -0.438810 2.1 -1.0 0.1
H 1.969011 2.253990 0.555928 0.5 -0.3 0.0
H 2.113415 1.845363 -1.177379 1.5 0.5 -2.2

20
Properties=species:S:1:pos:R:3:forces:R:3 method="wB97M-V/def2-TZVPD" relative_energy_kcal_mol=156.94 homo_lumo_gap_ev="6.21 / 6.88" smiles="CC(C)=CN.CN=O" total_charge=0 homo_ha="-0.2451 / -0.2530"
C -2.023849 0.744061 0.887859 0.2 -0.1 0.3
C -0.974984 0.561706 -0.145604 0.4 -2.6 -1.4
C -0.313432 1.737944 -0.725299 0.8 0.4 -0.1
C -0.412235 -0.685487 -0.474062 -5.7 1.9 -1.5
N -1.031682 -1.876736 -0.090654 0.2 -0.5 0.4
H -2.588897 -0.164386 1.090126 -0.1 0.0 0.0
H -1.547630 1.060089 1.820681 -0.1 0.1 0.2
H -2.730172 1.521536 0.597392 0.0 0.0 0.0
H -0.781025 2.678123 -0.448367 -0.1 0.1 0.0
H -0.223825 1.669729 -1.811264 -0.1 0.1 -0.1
H 0.742104 1.701239 -0.345650 -0.8 0.5 -0.4
H 0.028119 -0.773221 -1.463351 1.0 0.1 0.4
H -1.326906 -1.875678 0.877383 0.0 -0.1 -0.1
H -0.467877 -2.695365 -0.268260 0.0 0.0 0.1
C 2.610045 -0.716549 -0.178265 -0.2 -0.5 0.3
N 1.563477 0.148672 0.336524 1.0 0.2 3.6
O 0.784176 -0.292838 1.242470 3.6 0.5 -1.8
H 2.269145 -1.743069 -0.351867 0.0 0.0 0.1
H 2.998528 -0.271019 -1.095105 -0.2 0.0 0.0
H 3.426920 -0.728750 0.545314 0.0 -0.1 0.1

50
Properties=species:S:1:pos:R:3:forces:R:3 method="wB97M-V/def2-TZVPD" multiplicity=2 homo_lumo_gap_ev="5.59 / 5.50" total_charge=-1 homo_ha="-0.1785 / -0.1823"
Rh -0.437122 0.298020 -0.418189 -0.3 -0.5 1.0
N 5.538882 4.372284 2.576850 0.0 0.0 -0.1
C 4.501780 4.136361 1.679263 -0.1 0.0 -0.1
C 3.737551 5.197089 1.184347 0.0 0.0 0.1
C 2.746008 4.968312 0.248675 -0.1 0.0 0.1
C 2.516857 3.680150 -0.198408 -0.2 0.0 -0.2
C 3.260604 2.614772 0.282877 0.1 -0.1 0.0
C 4.247844 2.841959 1.219790 0.0 0.0 0.0
S 1.318651 3.369708 -1.455826 0.4 -0.3 -0.6
O 0.779344 4.612539 -1.938150 0.0 -0.1 0.3
O 2.007222 2.552198 -2.445048 -0.2 -0.1 0.2
N 0.154887 2.409514 -0.836131 0.0 -0.6 -0.1
C -0.659241 2.932461 0.102165 -0.2 0.6 0.2
N -1.683584 2.106754 0.447330 1.1 -0.6 -0.4
C -2.494994 2.517014 1.409418 -0.3 0.0 0.3
C -2.342311 3.748988 2.021888 0.0 -0.1 -0.1
C -1.271224 4.522288 1.589893 0.1 -0.1 0.0
N -0.428907 4.135184 0.648017 -0.3 -0.1 0.0
H 5.464559 5.227161 3.101714 0.0 0.0 0.1
H 5.803028 3.584083 3.143558 0.0 0.0 0.1
H 3.923253 6.202404 1.545756 0.0 0.0 0.0
H 2.131088 5.773131 -0.131777 0.0 0.0 0.0
H 3.053866 1.610479 -0.068099 0.0 0.0 0.0
H 4.820523 2.011388 1.615238 0.0 0.0 0.0
H -3.295927 1.843221 1.690439 0.1 -0.1 0.0
H -3.008910 4.072787 2.806135 0.0 0.0 0.0
H -1.060052 5.492624 2.030166 -0.1 0.0 0.0
S -0.251627 -4.546189 -1.999288 0.0 0.2 0.3
Sb -0.006227 -3.477926 0.044269 -0.2 -1.4 -0.1
S -2.088959 -1.017533 -1.596008 -0.5 0.4 -1.2
S -2.065638 -1.888000 0.189640 1.2 1.1 0.1
S -0.560581 -5.046806 1.643390 0.0 0.4 0.0
Cl 1.537672 -1.641156 2.528186 -0.2 0.5 0.0
Ge 0.184867 0.037736 1.935442 0.8 0.0 0.3
Cl 1.263457 1.777828 2.807857 -0.2 -0.1 0.0
Cl -1.383891 -0.177951 3.471063 0.0 0.0 -0.2
C -0.177289 0.737532 -4.622326 -0.1 0.0 -0.1
N 0.732348 0.335557 -3.564559 0.1 0.5 -0.1
C 0.845495 -0.845717 -2.988038 0.1 -0.5 -0.5
S 1.556287 -0.890767 -1.391663 -1.1 0.5 0.8
N 0.508869 -1.995346 -3.542536 0.0 0.8 -0.2
C -0.114867 -2.235041 -4.830282 0.1 0.0 0.0
H -0.462688 1.771505 -4.435571 0.0 0.0 0.0
H -1.080407 0.130193 -4.605800 0.0 0.1 0.0
H 0.286424 0.684092 -5.609938 -0.1 0.0 0.0
H 1.232883 1.107328 -3.106631 -0.1 -0.1 0.1
H 0.426907 -2.794356 -2.907075 0.0 -0.4 0.3
H 0.285449 -1.570162 -5.591256 0.0 -0.1 0.0
H -1.200100 -2.125181 -4.773774 0.0 0.0 0.0
H 0.103528 -3.265107 -5.104731 0.0 0.0 0.0

10
Properties=species:S:1:pos:R:3:forces:R:3 method="wB97M-V/def2-TZVPD" relative_energy_kcal_mol=31.94 homo_lumo_gap_ev="6.01 / 6.01" total_charge=-2 homo_ha="-0.0210 / -0.0211"
C 4.603164 -0.487386 -0.419353 -0.1 -0.1 -1.9
N 4.404548 -0.127282 -1.589960 0.1 -1.2 0.6
N -2.925262 -1.608042 0.905206 -0.3 0.7 -0.5
O 4.817957 -1.115786 0.551586 0.1 -0.3 0.9
O -3.687104 2.055993 1.448754 0.7 -0.9 -2.2
O -3.570743 1.496731 -1.053877 0.3 0.3 1.9
S 4.446286 1.558088 -0.970368 0.1 1.6 0.3
S -2.973951 1.423035 0.299743 -1.2 -0.3 0.4
H -3.096993 -2.074348 -0.019802 0.5 0.7 0.8
H -2.017901 -1.121003 0.848070 -0.2 -0.6 -0.3